[1]
118
Properties=species:S:1:pos:R:3:forces:R:3 method="wB97M-V/def2-TZVPD" charge=0 orbital_gap_ev=9.9 homo_energy_ev=-9.5 de_lowest_ev=0.000
C -3.67046 1.93658 -2.37981 0.1 -1.5 -0.9
O -2.87349 1.59815 -3.29044 -1.1 1.0 0.4
N -3.50255 1.44180 -1.14604 0.0 0.1 0.9
N -4.84556 2.65854 -2.58650 0.9 0.1 0.7
H -4.13954 1.69182 -0.40958 -0.2 0.0 0.3
H -2.92939 0.62124 -0.95489 0.0 0.5 -0.4
H -4.91244 3.08548 -3.49362 0.0 0.2 0.0
H -5.28625 3.14281 -1.78672 0.5 -0.6 -0.9
C 0.36336 4.44142 -2.10940 -0.7 -1.7 -0.5
O 0.62166 5.06826 -1.10400 1.0 0.7 0.3
N -0.63738 3.48262 -2.02797 0.8 0.3 -3.9
N 1.10479 4.51159 -3.33536 0.9 0.7 2.5
H -1.04181 3.25230 -1.17707 -0.6 0.0 1.8
H -1.02597 2.94017 -2.82843 0.8 0.7 0.9
H 0.57667 4.61953 -4.14624 -1.2 -0.1 -1.5
H 1.87545 5.21039 -3.33075 -1.1 -0.7 0.4
C -0.65014 -4.97824 -0.97419 -1.4 -0.1 -0.7
O 0.41217 -5.55985 -1.03828 1.2 -0.9 0.4
N -1.69004 -5.44389 -0.21550 0.9 -0.7 1.2
N -0.88726 -3.87771 -1.71002 -1.0 -1.2 1.8
H -2.66693 -5.30084 -0.32920 -0.6 0.7 -0.5
H -1.45209 -6.26650 0.31129 0.0 -0.1 -0.2
H -0.19145 -3.76026 -2.36283 1.5 1.3 -1.8
H -1.67928 -3.32406 -1.49298 -0.6 0.9 -0.4
C -0.30539 0.07294 -0.09489 1.5 0.8 0.7
O -1.22117 -0.65807 0.25292 -2.4 -1.2 0.5
N 0.13388 0.17858 -1.31102 0.1 -0.2 -2.2
N 0.36272 0.80869 0.75265 0.8 1.1 2.0
H -0.51575 -0.19010 -1.95635 0.0 -0.5 -1.6
H 0.97573 0.68585 -1.55340 -0.2 0.1 -0.2
H 0.27637 0.55533 1.73455 0.5 0.4 -0.2
H 1.16739 1.30538 0.38209 -0.1 0.0 0.8
C 3.91458 0.63289 1.58805 0.6 -0.4 0.3
O 3.34153 0.18995 0.60456 -0.4 -0.5 0.2
N 3.58674 0.30358 2.91198 1.0 1.4 -0.9
N 5.02570 1.41547 1.46180 -0.1 0.4 1.8
H 2.70548 -0.13952 3.06750 -0.7 0.0 -0.1
H 3.79481 1.11103 3.49837 -0.3 -0.6 0.3
H 5.48336 1.70640 2.33840 -0.1 -0.4 -1.2
H 5.54451 1.36710 0.60654 0.1 0.1 -0.4
C -1.02409 -3.15709 3.22475 0.3 -0.2 -1.4
O -1.03476 -2.33375 4.14209 0.0 0.3 -1.2
N -1.12723 -2.91101 1.77212 0.4 -0.3 3.6
N -0.96421 -4.49267 3.53047 -0.8 -0.3 -2.4
H -0.93320 -1.95819 1.46118 -0.3 0.0 0.2
H -0.60426 -3.58437 1.23142 -0.1 -0.1 0.0
H -1.01226 -5.11577 2.73695 0.0 0.1 0.0
H -0.48406 -4.91352 4.27468 0.5 0.3 1.4
C -3.53669 1.16240 2.24318 -3.2 -1.5 -0.1
C -2.38708 1.98210 2.58665 1.1 2.0 -0.2
O -2.73705 2.93741 3.63493 0.3 -0.2 -1.2
O -4.65667 1.86457 1.58385 0.9 0.7 0.6
H -4.05237 0.72965 3.12476 0.8 0.2 0.1
H -3.32941 0.27434 1.63495 0.4 0.5 -0.2
H -2.03017 2.60415 1.72905 -0.5 -0.4 0.6
H -1.51771 1.35893 2.78355 0.0 -0.1 0.7
H -2.66858 2.53263 4.49240 0.1 -0.5 0.4
H -4.84762 2.64293 2.15631 0.2 -0.7 -0.6
C 2.82644 -3.72643 -1.51952 0.4 -0.1 1.1
C 3.24007 -2.27704 -1.45795 0.5 -0.3 1.4
O 4.25763 -1.95385 -2.37777 -0.1 0.0 -1.2
O 2.29725 -4.13332 -2.75980 -0.9 -1.5 0.3
H 2.09560 -3.82355 -0.70204 0.0 -0.3 -0.2
H 3.69433 -4.38191 -1.26970 -0.3 0.5 -0.1
H 3.74974 -2.17962 -0.47156 -0.7 0.1 -0.4
H 2.37923 -1.58127 -1.44507 0.3 -0.2 -0.4
H 4.03246 -2.42867 -3.19848 0.2 0.4 0.3
H 1.93077 -5.05189 -2.54831 0.4 1.7 -0.6
C -0.65779 -0.36531 -4.84476 -0.2 -0.4 0.8
C 0.01145 -1.66514 -5.41573 -1.8 1.3 1.9
O -1.06911 -2.53702 -5.60372 -0.4 -0.8 -0.6
O -1.44182 -0.81112 -3.64161 0.8 0.9 -1.5
H -1.40722 0.08192 -5.54566 0.7 -0.6 0.2
H 0.05187 0.43244 -4.55921 -0.1 -0.4 0.0
H 0.70144 -2.11037 -4.68289 0.2 0.4 -0.2
H 0.47102 -1.42982 -6.34464 0.6 0.0 -0.8
H -1.73401 -2.28634 -4.94266 0.2 -0.2 0.0
H -2.06959 -0.06939 -3.53321 -0.1 -0.2 0.3
C 5.08487 1.82006 -2.49957 -0.3 0.1 0.5
C 3.81104 2.46021 -1.94277 0.0 0.1 0.5
O 2.84501 1.46118 -1.64401 -0.1 0.0 -0.3
O 5.61833 0.83768 -1.61632 -0.4 -0.8 -0.3
H 5.88601 2.55241 -2.70356 -0.5 -0.2 -0.1
H 4.74119 1.31840 -3.39711 0.3 0.0 -0.5
H 3.40612 3.14609 -2.68050 -0.2 -0.1 -0.3
H 3.92878 3.06696 -1.03879 0.6 -0.1 0.1
H 3.16905 0.97301 -0.85155 0.0 0.1 -0.1
H 5.24247 -0.02947 -1.90930 0.4 0.7 0.5
C -4.14055 -2.42737 0.21009 -1.6 0.2 -1.5
C -5.21185 -3.28325 -0.49803 0.2 0.6 -0.4
O -4.54627 -4.37458 -1.10865 -0.7 -0.7 0.4
O -3.23485 -2.07663 -0.86940 -0.4 -0.3 1.3
H -3.68145 -2.93437 1.05027 0.4 -0.2 -0.1
H -4.67488 -1.54601 0.57334 0.3 0.3 0.2
H -5.73998 -2.68877 -1.28058 0.6 0.0 0.4
H -6.03863 -3.63796 0.10624 0.3 -0.3 0.6
H -4.03661 -3.95873 -1.79092 0.6 0.1 -0.7
H -2.51596 -1.58808 -0.43118 0.5 0.2 -0.2
C 1.42659 -0.40219 5.79148 1.2 0.6 0.8
C 0.45154 0.36405 4.94267 -0.9 -0.1 -0.3
O 0.49711 -0.15797 3.59714 -0.5 -0.2 0.8
O 1.68129 0.12790 7.15250 0.0 -0.2 -2.0
H 2.37666 -0.38518 5.20991 -0.3 -0.2 0.9
H 1.05135 -1.41050 5.83773 0.1 -0.6 0.2
H 0.62989 1.42354 4.92781 0.3 0.5 0.0
H -0.56481 0.19711 5.30417 -0.1 0.2 0.2
H -0.15971 -0.90178 3.67315 0.5 0.1 -0.4
H 1.07847 -0.28641 7.76621 -0.3 -0.2 0.1
C 0.78642 5.04241 2.08720 1.3 0.0 0.4
C 1.93092 4.01164 2.24419 -0.3 1.8 1.5
O 2.17804 3.25433 1.13033 0.3 -0.3 -1.6
O -0.30061 4.37095 1.57019 -1.3 -0.7 0.7
H 1.03121 5.91814 1.46538 0.3 -0.3 0.0
H 0.60114 5.42132 3.10276 -0.2 0.0 -0.1
H 1.55641 3.32273 3.02086 0.5 0.2 0.0
H 2.83331 4.61041 2.57582 -0.6 -0.8 0.0
H 1.95531 3.79243 0.35355 0.0 -0.2 0.0
H -0.50732 4.73446 0.72504 -0.1 0.4 -1.0

[2]
116
Properties=species:S:1:pos:R:3:forces:R:3 method="wB97M-V/def2-TZVPD" charge=0 orbital_gap_ev=7.5 homo_energy_ev=-7.7 de_lowest_ev=15.678
C -3.35198 -3.20751 -2.02438 -1.9 0.9 1.1
O -3.71207 -3.25303 -0.64333 0.9 -0.3 1.3
H -2.49341 -3.80145 -2.15198 1.1 -0.8 -0.2
H -3.14968 -2.16064 -2.24832 -0.1 -0.1 -0.9
H -4.22413 -3.64204 -2.50357 0.3 0.3 -1.0
H -4.51950 -2.76216 -0.47839 -0.2 0.1 -0.4
C -0.46422 -2.26873 -4.44645 0.9 -0.7 0.0
O 0.42722 -1.69872 -3.52093 0.7 -0.9 0.2
H -0.73473 -3.28452 -4.17399 0.5 -0.3 0.0
H -0.02696 -2.20227 -5.43031 0.1 -0.4 -0.6
H -1.38665 -1.78816 -4.48253 -1.7 1.3 0.0
H 0.10930 -0.82526 -3.32503 -0.2 0.3 0.3
C 3.60611 -1.66186 -3.14858 0.2 -0.7 0.2
O 2.97150 -0.54545 -2.55296 0.5 0.1 -0.7
H 3.25912 -1.82068 -4.17940 -0.4 -0.1 0.6
H 3.45303 -2.51343 -2.49546 -0.5 -0.5 -0.4
H 4.68567 -1.60797 -3.22934 0.5 0.7 0.1
H 2.99406 -0.63823 -1.60567 0.1 0.1 0.8
C 4.74834 -1.89747 0.20957 -0.5 2.3 -1.1
O 3.63541 -1.03587 0.61655 -0.8 -2.8 -0.3
H 4.38774 -2.78848 -0.32460 -0.2 0.6 0.1
H 5.35097 -2.22980 1.03673 0.3 0.1 0.4
H 5.24441 -1.15640 -0.46906 0.6 -1.5 0.2
H 3.92714 -0.18531 0.89095 0.6 1.0 0.3
C 1.80681 1.79049 -4.53515 -4.8 3.8 -8.6
O 1.03022 2.48714 -5.47728 3.2 -3.2 4.3
N 2.61564 0.85418 -4.85686 2.1 -3.5 -6.7
N 1.66182 1.90677 -3.30587 -0.5 2.7 7.9
H 2.49997 0.46476 -5.86452 0.3 1.5 2.3
H 2.85635 0.12011 -4.25110 0.2 -0.3 1.2
H 1.14468 2.73167 -2.91723 1.2 -1.0 -1.1
H 2.35291 1.44964 -2.68305 -0.6 0.4 -0.3
C -3.65884 1.93739 2.41148 2.1 -5.5 -5.1
O -3.27132 1.05878 1.36239 -1.7 4.6 5.8
N -3.25684 1.67374 3.60644 1.2 -2.3 2.5
N -4.33344 2.99828 2.19953 -2.8 2.6 -2.8
H -2.80101 0.73655 3.73685 -0.5 0.9 0.2
H -3.18042 2.28491 4.39270 -0.7 0.6 0.1
H -4.89197 2.94130 1.35158 0.5 0.4 -0.2
H -4.73928 3.62306 2.86240 0.2 -0.1 0.8
C -0.12909 4.05839 -1.68893 -4.7 7.1 0.8
O -0.62452 5.34832 -1.46672 3.0 -6.1 -1.1
N 0.69637 3.45255 -0.91557 5.2 2.5 5.3
N -0.65069 3.25750 -2.55859 -3.0 -1.6 -3.5
H 1.22559 4.17268 -0.28943 -1.3 -2.1 -1.3
H 1.19670 2.57243 -0.95440 -0.1 0.1 -0.3
H -1.44021 3.60847 -3.10597 0.6 0.1 0.3
H -0.56575 2.19813 -2.63498 -0.3 2.7 0.9
C -5.23104 -0.62919 -0.68591 -5.7 -1.1 -8.8
O -6.12112 -0.98445 -1.68250 3.9 0.9 4.0
N -5.49785 -0.87001 0.50891 -3.9 -3.3 8.3
N -4.16471 0.02275 -0.83387 5.4 2.3 -2.7
H -6.35448 -1.43657 0.74206 1.4 1.1 -0.5
H -4.81515 -0.72406 1.25599 -0.6 0.0 -0.7
H -3.71808 0.04059 -1.80664 -0.7 0.5 1.2
H -3.63371 0.40654 -0.01059 -1.1 -0.5 -1.4
C -0.03921 2.23909 2.16366 7.2 1.3 -2.8
O 1.35288 2.21372 2.05734 -6.6 0.7 -0.2
N -0.95622 2.82242 1.35922 4.0 1.2 -2.8
N -0.58407 1.70409 3.17564 -1.7 -2.1 4.6
H -0.76102 2.98843 0.32855 0.0 0.0 2.2
H -1.85966 2.64031 1.59489 -2.6 -0.7 0.1
H -0.17878 1.14811 3.90496 1.2 0.3 -0.5
H -1.55983 1.82183 3.37895 0.3 0.1 -0.7
C 4.12340 1.95784 0.35352 -4.7 -0.6 -4.9
O 3.03050 1.78281 -0.49984 5.9 1.0 3.2
N 5.40502 2.10915 0.06508 3.2 0.2 -3.4
N 3.95822 1.89898 1.62827 -3.0 -1.0 1.5
H 5.82039 2.16609 -0.89942 -1.2 -0.1 1.5
H 6.10131 1.99808 0.79855 -0.5 0.2 -0.4
H 2.98939 1.73941 1.88912 -0.4 0.6 0.5
H 4.65573 2.02081 2.29344 1.2 0.3 1.1
C -1.88391 0.73976 -3.77506 -9.4 -2.4 1.7
O -3.15615 0.24267 -3.28679 6.6 2.3 -2.9
N -1.80404 1.35885 -4.89324 0.3 1.1 -2.6
N -0.80585 0.70838 -3.10769 3.2 -1.7 4.1
H -2.67197 1.46288 -5.37184 -0.1 0.2 -0.7
H -0.88606 1.74330 -5.19633 -0.8 0.0 -0.2
H -0.88002 0.51929 -2.10756 -0.3 -0.8 -0.1
H 0.10027 1.05071 -3.40068 0.0 -0.2 -0.6
C 4.55907 -1.05430 3.81800 -1.3 0.1 -0.9
C 3.10678 -1.58443 3.65909 -1.0 7.0 4.9
C 2.07204 -0.44624 3.22881 -0.7 -1.9 3.3
O 2.94326 -2.50614 2.85176 0.1 -7.1 -7.1
H 5.20421 -1.74577 4.31233 0.4 -0.3 0.5
H 4.47520 -0.10817 4.27702 0.2 1.0 1.4
H 5.00551 -0.75246 2.86513 -0.2 -0.6 -0.3
H 2.61904 -1.92436 4.56782 0.9 0.1 1.2
H 2.43647 0.31787 2.66666 0.8 1.5 -1.9
H 1.86407 0.03935 4.19453 -0.5 0.2 -0.2
H 1.12167 -0.90500 2.82472 1.2 0.6 0.3
H 3.05940 -2.02447 2.00753 -0.1 -1.1 -0.6
C -3.27933 -1.60006 2.75633 1.6 -0.3 -0.3
C -2.48152 -1.63273 4.08287 -1.5 -10.9 -4.3
C -1.21267 -2.44693 4.15320 0.9 -1.9 -1.3
O -2.05413 -0.53648 4.33917 3.3 14.2 3.5
H -4.03850 -0.85980 2.88325 -0.6 0.5 0.1
H -3.73036 -2.52312 2.45094 -0.3 -0.7 0.3
H -2.64583 -1.31637 1.88203 -0.3 0.1 0.9
H -3.06469 -2.06756 4.84534 -1.6 -0.7 1.1
H -0.95221 -2.55633 5.18976 0.1 -0.3 0.6
H -0.26145 -2.21729 3.60680 -1.1 1.0 0.1
H -1.43154 -3.36054 3.70989 -0.2 -2.5 -0.1
H -1.23629 -0.54138 4.84334 -0.1 0.1 0.0
C -0.22341 -2.19173 0.31821 2.0 -0.1 1.1
C -0.59154 -0.74298 0.24533 4.7 0.3 2.1
C 0.64111 0.17757 -0.23168 -1.5 -1.8 -0.2
O -1.48101 -0.61205 -0.69885 -3.8 1.6 -3.0
H -0.38935 -2.64075 -0.64951 0.6 0.0 -0.5
H -0.80860 -2.80045 0.98528 -0.3 0.0 0.7
H 0.84839 -2.15930 0.66286 -0.8 -1.0 -0.4
H -0.80581 -0.31457 1.24362 -0.6 -0.2 -0.2
H 0.18234 1.17126 -0.20661 0.6 -0.2 -0.6
H 1.07865 -0.22091 -1.17796 -1.0 0.7 0.2
H 1.50138 0.16973 0.39299 0.2 0.1 1.0
H -2.28489 -1.13755 -0.57745 -0.1 0.0 0.0